Entry 1:
Below is a cluster of 9 separate species, C33H87N12O16 in total in a non-equilibrium geometry, with properties calculated with ωB97M-V/def2-TZVPD.

```
! RIJCOSX wB97M-V def2-TZVPD def2/J DEFGRID3
* xyz -1 1
N 1.846 -0.670 -1.119
O 2.599 0.256 -1.297
O 1.940 -1.356 -0.116
O 0.832 -0.759 -1.841
C 1.451 -1.834 -8.460
O 1.598 -2.034 -9.677
N 0.961 -2.681 -7.630
N 1.973 -0.811 -7.824
H 0.612 -2.352 -6.741
H 0.704 -3.580 -8.012
H 2.510 -0.076 -8.262
H 1.953 -0.926 -6.821
C -1.459 -8.961 0.498
O -0.937 -9.936 0.984
N -2.593 -9.016 -0.197
N -1.261 -7.745 0.872
H -3.029 -9.923 -0.282
H -2.992 -8.146 -0.520
H -1.600 -6.985 0.301
H -0.460 -7.628 1.475
C 8.222 4.932 -0.308
O 9.276 5.421 0.138
N 7.012 5.446 -0.314
N 8.205 3.764 -0.867
H 6.849 6.315 0.175
H 6.193 4.929 -0.600
H 7.385 3.221 -1.097
H 9.136 3.373 -0.879
C 5.377 -5.381 -0.455
O 4.669 -6.572 -0.122
C 5.285 -7.502 0.681
C 5.609 -7.078 2.138
N 4.440 -6.291 2.664
C 4.859 -5.392 3.667
C 4.518 -6.046 5.017
O 3.103 -6.453 5.109
C 2.229 -5.367 5.027
H 5.542 -4.734 0.407
H 4.832 -4.783 -1.185
H 6.367 -5.650 -0.824
H 6.167 -7.810 0.119
H 4.578 -8.325 0.575
H 6.396 -6.337 1.999
H 6.062 -7.755 2.861
H 4.039 -5.806 1.875
H 4.289 -4.465 3.719
H 5.923 -5.167 3.593
H 4.647 -5.233 5.731
H 5.163 -6.865 5.336
H 1.824 -5.189 4.031
H 2.627 -4.383 5.276
H 1.335 -5.530 5.628
C -6.627 -1.692 3.062
O -6.913 -2.696 2.113
C -5.802 -2.988 1.290
C -6.444 -3.460 -0.034
N -5.463 -3.855 -1.015
C -6.114 -3.678 -2.326
C -7.091 -4.832 -2.718
O -8.335 -4.878 -2.065
C -8.928 -6.174 -2.047
H -6.719 -0.726 2.565
H -5.730 -1.819 3.667
H -7.375 -1.740 3.853
H -5.282 -3.867 1.670
H -5.028 -2.222 1.228
H -6.931 -2.531 -0.328
H -7.246 -4.181 0.129
H -4.793 -3.100 -0.998
H -5.372 -3.575 -3.117
H -6.697 -2.786 -2.555
H -6.606 -5.794 -2.554
H -7.294 -4.835 -3.789
H -10.017 -6.165 -2.011
H -8.342 -6.839 -1.413
H -8.676 -6.630 -3.005
C 2.062 1.490 6.799
O 1.752 1.245 8.175
C 0.551 1.818 8.488
C 0.496 1.798 10.009
N 0.346 0.336 10.389
C 0.372 0.032 11.862
C 0.835 -1.399 12.118
O 2.204 -1.509 11.569
C 2.542 -2.858 11.532
H 1.184 1.365 6.165
H 2.945 0.945 6.464
H 2.318 2.504 6.493
H -0.260 1.338 7.942
H 0.361 2.860 8.229
H -0.392 2.359 10.300
H 1.331 2.313 10.485
H 1.038 -0.178 9.863
H -0.627 0.082 12.295
H 1.091 0.617 12.434
H 0.195 -2.129 11.621
H 0.904 -1.694 13.165
H 1.881 -3.407 10.862
H 2.703 -3.380 12.476
H 3.541 -3.056 11.144
C -3.340 5.581 -7.893
O -3.195 4.898 -6.636
C -3.875 3.639 -6.542
C -3.810 3.155 -5.043
N -4.836 3.734 -4.177
C -4.352 3.476 -2.773
C -5.465 4.110 -1.869
O -5.575 5.441 -2.133
C -6.517 6.026 -1.311
H -2.899 6.566 -8.045
H -4.410 5.751 -8.010
H -3.121 4.941 -8.748
H -3.452 2.901 -7.224
H -4.786 3.711 -7.136
H -2.801 3.422 -4.727
H -3.908 2.073 -4.957
H -5.081 4.708 -4.286
H -3.463 4.092 -2.638
H -4.133 2.437 -2.529
H -5.249 3.909 -0.820
H -6.391 3.541 -1.958
H -6.327 5.937 -0.241
H -7.413 5.422 -1.452
H -6.650 7.065 -1.614
C 3.799 5.746 -9.232
O 4.318 5.802 -7.910
C 3.769 6.959 -7.231
C 4.220 6.909 -5.701
N 3.500 7.730 -4.755
C 2.191 7.150 -4.335
C 1.601 8.134 -3.342
O 2.375 8.548 -2.162
C 1.595 8.715 -0.952
H 3.917 6.679 -9.782
H 2.746 5.470 -9.167
H 4.327 5.012 -9.841
H 2.683 6.943 -7.328
H 4.108 7.859 -7.744
H 5.268 7.099 -5.466
H 4.050 5.870 -5.421
H 4.039 7.832 -3.907
H 2.335 6.165 -3.892
H 1.564 7.052 -5.221
H 0.582 7.919 -3.021
H 1.527 9.096 -3.850
H 0.891 9.547 -0.942
H 2.364 8.812 -0.185
H 0.931 7.869 -0.777
*
```

The relative energy (zero: lowest compared OMol25 entry of this formula, charge and spin) comes out at 4.685 eV. The calculation puts the HOMO-LUMO gap at 6.433 eV.

Entry 2:
Below is a structure of composition C33H88CsN7O12S in a non-equilibrium geometry, with properties calculated with ωB97M-V/def2-TZVPD.

```
! RIJCOSX wB97M-V def2-TZVPD def2/J DEFGRID3
* xyz 0 1
O 17.188 -11.458 -9.306
H 17.685 -11.948 -8.648
H 16.454 -12.007 -9.591
H 16.812 -10.664 -8.918
Cs 13.083 -10.240 -9.035
S 14.521 -13.722 -9.108
O 15.397 -14.141 -7.974
O 14.041 -14.892 -9.853
O 13.369 -13.004 -8.553
O 15.228 -12.738 -9.910
C 14.658 -12.903 -4.075
C 13.859 -12.411 -5.267
C 12.564 -11.484 -5.030
O 11.472 -12.251 -4.630
C 10.305 -11.389 -4.357
N 14.707 -11.895 -6.342
H 14.979 -13.938 -4.193
H 14.051 -12.806 -3.174
H 15.541 -12.266 -4.017
H 13.399 -13.282 -5.734
H 12.299 -10.964 -5.950
H 12.668 -10.711 -4.268
H 10.163 -10.617 -5.113
H 10.313 -11.071 -3.314
H 9.411 -12.001 -4.472
H 14.097 -11.767 -7.136
H 15.233 -12.695 -6.662
C 19.093 -12.955 -5.131
C 18.918 -12.089 -6.381
C 20.212 -11.333 -6.738
O 20.635 -10.590 -5.640
C 21.666 -9.700 -5.890
N 18.404 -12.892 -7.499
H 18.134 -13.403 -4.870
H 19.414 -12.455 -4.217
H 19.865 -13.715 -5.251
H 18.183 -11.301 -6.216
H 20.058 -10.692 -7.606
H 20.956 -12.066 -7.051
H 22.158 -9.334 -4.989
H 21.199 -8.826 -6.343
H 22.464 -10.136 -6.491
H 17.562 -13.361 -7.197
H 19.056 -13.651 -7.641
C 17.086 -15.492 -11.052
C 16.818 -17.022 -10.792
C 18.078 -17.852 -10.239
O 19.250 -17.864 -11.106
C 20.239 -18.732 -10.606
N 15.672 -16.924 -9.867
H 16.254 -14.789 -11.095
H 17.733 -15.376 -11.922
H 17.697 -15.122 -10.229
H 16.547 -17.506 -11.730
H 17.699 -18.874 -10.274
H 18.406 -17.496 -9.263
H 21.170 -18.723 -11.173
H 19.921 -19.775 -10.623
H 20.588 -18.482 -9.604
H 15.985 -16.410 -9.055
H 15.038 -16.216 -10.208
C 14.784 -9.850 -13.223
C 14.316 -11.252 -13.238
C 15.284 -12.388 -13.557
O 15.964 -12.190 -14.708
C 16.672 -13.383 -15.106
N 13.706 -11.590 -11.929
H 15.389 -9.638 -12.342
H 13.856 -9.279 -13.258
H 15.433 -9.656 -14.076
H 13.387 -11.336 -13.801
H 14.837 -13.382 -13.556
H 16.058 -12.421 -12.790
H 17.269 -13.599 -14.220
H 17.417 -13.167 -15.872
H 16.056 -14.251 -15.343
H 14.404 -11.907 -11.272
H 13.065 -12.364 -12.024
C 15.692 -16.662 -4.043
C 16.112 -16.259 -5.443
C 17.074 -17.149 -6.271
O 18.389 -17.009 -5.655
C 19.219 -18.175 -5.876
N 14.879 -16.032 -6.248
H 15.105 -15.944 -3.470
H 16.600 -16.867 -3.477
H 15.188 -17.627 -4.099
H 16.550 -15.261 -5.421
H 17.170 -16.622 -7.221
H 16.730 -18.170 -6.435
H 19.262 -18.392 -6.943
H 18.856 -19.045 -5.328
H 20.293 -18.082 -5.716
H 14.261 -15.483 -5.668
H 15.125 -15.351 -6.952
C 8.632 -14.108 -6.542
C 9.600 -13.724 -7.670
C 9.753 -12.257 -7.792
O 8.445 -11.673 -7.966
C 8.399 -10.436 -8.581
N 10.836 -14.404 -7.298
H 8.243 -15.126 -6.578
H 7.695 -13.552 -6.564
H 9.046 -13.844 -5.569
H 9.307 -14.126 -8.640
H 10.398 -12.017 -8.637
H 10.080 -11.782 -6.867
H 7.398 -10.017 -8.678
H 8.617 -10.571 -9.640
H 9.027 -9.646 -8.169
H 11.202 -13.869 -6.524
H 11.476 -14.206 -8.054
C 10.493 -14.274 -11.336
C 10.628 -14.956 -12.661
C 10.535 -13.838 -13.766
C 10.949 -14.381 -15.056
C 12.400 -15.024 -14.998
C 12.529 -16.155 -14.002
N 11.900 -15.762 -12.722
O 12.261 -16.397 -11.577
C 11.915 -17.392 -14.630
C 14.028 -16.463 -13.757
C 9.373 -15.877 -12.756
H 10.255 -14.958 -10.521
H 9.748 -13.478 -11.347
H 11.471 -13.831 -11.148
H 9.504 -13.549 -13.969
H 11.120 -12.973 -13.453
H 11.009 -13.620 -15.834
H 10.187 -15.052 -15.454
H 13.125 -14.226 -14.835
H 12.618 -15.372 -16.008
H 11.793 -18.237 -13.953
H 10.882 -17.304 -14.967
H 12.469 -17.671 -15.527
H 14.531 -15.616 -13.291
H 14.202 -17.391 -13.212
H 14.588 -16.533 -14.690
H 9.412 -16.355 -13.735
H 8.394 -15.398 -12.726
H 9.401 -16.687 -12.026
H 12.710 -15.662 -11.153
*
```

The relative energy (zero: lowest compared OMol25 entry of this formula, charge and spin) comes out at 4.406 eV. The calculation puts the HOMO-LUMO gap at 6.041 eV.

The highest HOMO-LUMO gap belongs to which entry?
C33H87N12O16

relative energy (zero: lowest compared OMol25 entry of this formula, charge and spin) of number 2 (C33H88CsN7O12S)?
4.406 eV